(1)
C37H38CsN7O4 as an isolated structure, computed with ωB97M-V/def2-TZVPD.

XYZ file:
```
87
Properties=species:S:1:pos:R:3:forces:R:3
Cs -0.566147 -1.429989 -1.132070 -2.0 -1.5 1.9
C -3.827131 -2.158660 6.091749 -0.1 0.0 0.2
C -3.084036 -1.682134 4.886087 0.1 0.2 0.0
C -2.566397 -0.427675 4.791992 0.0 -0.2 0.0
C -1.864994 0.001683 3.634749 0.0 -0.2 -0.2
C -1.400180 1.313192 3.546286 0.1 0.1 -0.2
N -0.754784 1.780284 2.500252 -0.2 -0.3 0.2
C -0.325574 3.142026 2.314842 0.0 0.2 0.0
C 1.196929 3.298364 2.395757 0.0 0.1 -0.1
C 1.728414 4.401704 1.472870 0.2 0.1 0.2
N 1.462547 4.123585 0.064969 0.0 -0.4 -0.3
C 1.674848 2.922062 -0.516191 0.0 0.2 0.1
C 2.658849 2.000976 -0.225849 -0.2 0.0 0.0
C 3.927592 2.308568 0.350300 0.3 -0.1 0.1
C 4.895769 1.366063 0.475311 -0.2 0.4 0.0
C 6.265941 1.676107 0.984844 0.1 0.1 0.0
C 4.598851 0.019226 0.100629 -0.5 -0.2 -0.2
C 3.393256 -0.377160 -0.390057 0.3 0.4 0.1
C 3.124937 -1.810365 -0.578818 0.1 -0.2 -0.1
N 1.992553 -2.285493 -0.307481 0.4 -0.2 0.2
C 1.733488 -3.704378 -0.380262 0.2 -0.1 0.1
C 1.372775 -4.213472 1.021819 0.0 0.0 0.0
C 0.250246 -3.419008 1.685752 0.2 0.0 0.1
N -1.034572 -3.733569 1.087331 0.0 -0.2 -0.1
C -2.087500 -3.210836 1.544065 0.0 0.0 0.0
C -2.219420 -2.230127 2.654939 0.0 0.1 0.2
C -2.904395 -2.563638 3.786468 0.1 0.1 -0.2
C -1.676118 -0.893561 2.512860 0.0 0.0 0.2
O -1.085167 -0.532169 1.464888 0.0 0.2 0.4
C 2.334810 0.625874 -0.608082 0.2 0.0 0.1
O 1.214196 0.335036 -1.022752 1.0 1.1 -0.1
H -3.911068 -1.366682 6.833156 0.0 0.0 0.1
H -3.320997 -3.004572 6.557866 0.0 0.0 0.0
H -4.833248 -2.484829 5.828380 -0.1 0.0 0.0
H -2.688914 0.273512 5.608848 0.0 0.0 0.1
H -1.584062 2.002750 4.366941 0.0 0.0 0.0
H -0.644402 1.061882 1.757835 0.0 0.0 0.0
H -0.828882 3.769749 3.055200 0.0 0.0 0.0
H -0.679122 3.457158 1.328227 0.0 0.0 0.1
H 1.665931 2.353204 2.124385 0.0 0.0 0.0
H 1.503623 3.515021 3.419788 0.0 0.0 0.0
H 2.796777 4.541424 1.643105 -0.1 0.0 0.0
H 1.246260 5.355583 1.696675 0.0 0.0 0.0
H 0.730306 4.677468 -0.346766 0.0 -0.1 0.0
H 0.957419 2.635567 -1.278425 -0.1 0.0 0.0
H 4.155864 3.336108 0.595162 0.1 0.1 0.0
H 6.381062 2.740854 1.180046 0.0 0.0 0.0
H 7.023895 1.379182 0.260064 0.1 0.0 0.0
H 6.470875 1.136473 1.910190 0.0 0.0 0.1
H 5.373269 -0.725775 0.253792 0.0 -0.1 0.0
H 3.970952 -2.436099 -0.905380 -0.1 0.0 0.0
H 2.590634 -4.261203 -0.794162 -0.2 0.0 0.1
H 0.876808 -3.860490 -1.044990 0.1 -0.1 0.0
H 2.264956 -4.152730 1.651713 0.0 0.0 0.0
H 1.084892 -5.264917 0.957671 0.0 0.0 0.0
H 0.468812 -2.355558 1.579975 -0.1 0.1 0.1
H 0.218215 -3.642230 2.758591 0.0 0.0 0.0
H -3.018627 -3.523603 1.075752 -0.1 0.0 -0.1
H -3.332013 -3.558011 3.859390 0.0 -0.1 0.0
O 2.417887 -1.560065 -4.739585 0.0 0.0 0.1
C 1.802103 -0.757474 -5.627748 0.0 0.1 -0.1
C 2.501187 -0.382161 -6.778901 0.0 -0.1 0.1
C 1.914492 0.442793 -7.716008 0.1 0.0 0.0
C 0.620924 0.911163 -7.526398 -0.1 0.1 -0.1
C -0.068941 0.549910 -6.386760 0.0 0.0 0.0
C 0.496189 -0.280862 -5.420747 0.1 0.1 -0.2
C -0.272585 -0.672460 -4.202367 0.1 0.3 -0.3
O 0.206483 -1.598063 -3.479702 0.2 -0.3 -1.7
N -1.339172 0.081981 -3.986095 -0.3 0.3 -0.1
N -2.178462 -0.284346 -2.980555 -0.2 0.4 -0.5
C -2.867177 0.672676 -2.477374 0.1 0.0 -0.4
C -3.833931 0.453655 -1.402192 -0.2 0.2 0.1
C -4.742700 1.478927 -1.104111 0.1 -0.2 0.0
C -5.671021 1.288760 -0.100908 0.0 -0.1 0.1
C -5.668357 0.081642 0.585245 0.0 0.1 0.0
C -4.721658 -0.869269 0.227485 -0.3 0.0 0.3
N -3.823740 -0.700613 -0.722206 0.3 0.0 -0.4
H 1.726489 -1.722876 -4.039077 0.0 -0.1 -0.1
H 3.504990 -0.760207 -6.909849 0.1 0.0 0.0
H 2.466670 0.720204 -8.603968 0.0 0.0 0.0
H 0.156157 1.549594 -8.264911 0.0 0.0 0.0
H -1.074133 0.902986 -6.212445 0.0 0.0 0.0
H -2.753258 1.694945 -2.859152 0.0 -0.2 0.0
H -4.717285 2.398141 -1.673283 0.0 0.0 0.0
H -6.389068 2.061903 0.137665 0.0 0.0 0.0
H -6.375705 -0.122711 1.374778 0.0 0.0 0.0
H -4.685175 -1.819929 0.748947 0.0 0.0 0.0
```
Forces are in eV/Å.

The energy above the lowest of the compared OMol25 structures with the same formula, charge and spin is 2.089 eV. For the molar mass, the calculation gives 777.7 g mol⁻¹. The calculation puts the electronic energy at -58152.53378 eV.


(2)
One molecule with the formula CH2INO4, computed with ωB97M-V/def2-TZVPD.

XYZ file:
```
9
Properties=species:S:1:pos:R:3:forces:R:3
O 0.534597 1.337556 1.367507 0.3 -0.6 0.9
N -0.480161 1.600298 0.824848 1.4 -0.4 -1.5
O -1.036884 2.614352 0.693213 -1.5 1.5 0.2
O -1.035758 0.609274 -0.087109 1.1 -2.0 0.7
O -0.476939 -0.679570 0.364163 -3.0 1.2 0.9
C 0.529795 -1.177592 -0.379123 -0.3 4.0 -3.3
I -0.011762 -1.982178 -2.344662 0.0 0.1 0.2
H 1.210301 -0.325465 -0.592983 0.4 -1.3 0.2
H 0.766810 -1.996675 0.154144 1.7 -2.6 1.7
```
Forces are in eV/Å.

The energy above the lowest of the compared OMol25 structures with the same formula, charge and spin is 2.797 eV. For the molar mass, the calculation gives 218.9 g mol⁻¹. Its SMILES is O=[N+]([O-])OOCI. The calculation puts the electronic energy at -18842.66059 eV.


(3)
C31H34Li2O15S as an isolated structure, computed with ωB97M-V/def2-TZVPD.

XYZ file:
```
83
Properties=species:S:1:pos:R:3:forces:R:3
Li -1.858354 2.827180 -0.111543 -0.2 -0.7 -0.2
Li 3.937261 1.792981 -0.860813 -1.1 -0.1 0.3
S 0.806878 1.117848 -0.305988 2.3 -6.0 -3.0
O -0.211310 2.047774 -0.550666 -4.3 3.8 -0.1
O 2.100574 1.742438 -0.485432 2.4 1.1 -0.1
O 0.696080 0.464427 0.960130 0.4 0.2 2.3
O 0.614475 0.046725 -1.338755 1.2 1.6 1.2
C -3.967549 0.221719 -0.517962 -1.9 1.3 -0.4
O -2.813970 1.078414 -0.507353 -0.9 1.1 0.8
H -4.798336 0.805734 -1.103268 1.6 -1.4 0.5
H -4.469840 0.148971 0.484017 1.2 -0.3 -0.5
H -3.686461 -0.752924 -0.964401 -0.6 0.7 0.4
H -2.042683 0.637839 -0.823756 0.7 -0.9 -0.4
C 1.666655 -4.661760 -1.488073 5.0 -0.3 -0.2
C 2.853271 -5.487721 -1.430271 0.0 3.7 1.9
C 4.179714 -4.937619 -1.007213 -5.4 1.8 -1.6
C 4.279504 -3.546048 -0.890173 -12.7 -6.0 -2.5
C 3.093261 -2.697670 -1.185501 2.3 -9.0 0.5
C 1.866948 -3.232620 -1.447927 0.4 -2.2 0.6
O 0.853022 -2.442360 -1.552305 -1.7 3.4 0.7
O 5.197953 -5.706895 -0.818200 3.0 -3.5 0.6
H 0.830321 -5.284719 -1.642562 -1.5 0.5 -0.2
H 2.628275 -6.520597 -1.425097 0.4 -1.2 -0.1
H 5.023085 -3.064302 -0.830193 10.7 6.0 1.4
H 3.328470 -1.775534 -1.143583 0.8 6.7 0.2
H 1.109554 -1.466491 -1.211107 -1.3 -2.4 -1.3
H 5.005708 -6.687825 -0.827280 0.0 1.9 -0.1
C 2.073154 -2.411263 2.119326 0.0 -2.7 1.7
C 1.768850 -3.736835 2.482719 1.1 0.8 4.8
C 1.919469 -4.017135 3.932117 0.4 1.3 -3.6
C 2.456272 -3.075735 4.837456 -0.4 0.6 -0.1
C 2.869245 -1.810405 4.441491 -3.0 -3.6 -6.7
C 2.615418 -1.511790 3.017366 -0.5 0.3 2.2
O 2.685584 -0.191175 2.653302 0.1 0.9 -0.5
O 1.651155 -5.243875 4.368091 0.0 -0.4 2.8
H 1.883036 -2.305477 1.112042 -0.1 1.5 -2.0
H 1.455542 -4.554282 1.845978 -0.1 0.4 -0.3
H 2.387703 -3.172735 5.909379 0.3 -1.0 0.2
H 3.423721 -1.163873 4.939884 1.8 2.9 2.8
H 1.840100 0.073806 2.201413 1.2 -0.5 0.2
H 1.429810 -5.862242 3.707706 -0.4 -0.7 -1.4
C -0.263949 0.261120 5.594852 -2.5 -1.2 -1.9
C -0.272857 0.249495 4.174298 2.1 0.9 -0.6
C -1.281026 -0.380983 3.401237 -1.1 0.5 3.1
C -2.360751 -0.916867 4.132965 -1.8 -0.9 -0.8
C -2.331489 -0.957376 5.560503 -2.4 -0.7 -1.5
C -1.417061 -0.305670 6.274109 4.5 1.4 -3.4
O -1.459401 -0.342310 7.570091 -2.2 -0.9 2.7
O -1.357446 -0.391146 2.093704 1.5 0.9 -2.6
H 0.612714 0.504056 6.137941 0.6 0.7 0.4
H 0.606622 0.765327 3.552178 -1.9 -1.2 1.8
H -3.328295 -1.269350 3.468859 2.7 0.6 2.0
H -3.024554 -1.447141 6.266900 -0.4 0.0 -1.2
H -0.678934 0.003730 7.912040 2.0 0.9 1.1
H -0.494943 0.013000 1.611595 -2.1 -1.1 1.4
C -1.468857 1.287303 -3.725515 -0.7 3.3 0.8
C -2.575367 2.228068 -3.918245 -0.5 -0.2 0.0
C -3.908034 1.731972 -3.946388 0.3 1.5 0.0
C -4.188544 0.413874 -3.759913 3.5 1.1 0.0
C -3.123240 -0.432971 -3.529079 -2.3 -1.1 -1.0
C -1.839451 -0.041557 -3.438592 3.5 0.2 0.0
O -0.809421 -0.904855 -3.039359 -4.9 -2.3 -4.5
O -4.940428 2.647663 -4.158561 -2.2 -5.4 4.2
H -0.379457 1.738021 -3.566958 -2.5 -1.5 -0.6
H -2.672774 3.390839 -4.028762 1.5 -2.2 0.2
H -5.040285 -0.115567 -3.759334 -3.6 -0.7 -0.3
H -3.551466 -1.418824 -3.652468 1.3 -0.8 0.9
H -0.372396 -0.363452 -2.485993 3.4 2.4 3.3
H -4.602923 3.248365 -4.680860 2.4 5.2 -4.3
C 0.378940 4.573125 -4.000003 -0.3 1.0 0.4
C 0.591937 4.113408 -2.657173 -5.5 12.6 -2.9
C 0.329234 4.881043 -1.563053 -2.3 1.7 -0.6
C -0.329059 6.142781 -1.742713 1.5 -1.3 -2.0
C -0.588896 6.647762 -3.008633 0.9 -2.1 -0.3
C -0.274196 5.849067 -4.131624 0.7 -0.3 0.1
O -0.588399 6.286949 -5.372702 0.0 -1.5 -2.1
O 0.430896 4.418815 -0.309240 0.3 0.4 1.2
H 0.801622 3.900093 -4.854201 -1.3 1.7 1.4
H 0.978520 3.336197 -2.675998 6.4 -13.0 0.8
H -0.423352 6.777721 -0.940354 -0.5 1.1 2.0
H -0.986025 7.614855 -3.211310 -0.3 0.6 0.2
H -0.790180 7.131079 -5.793972 0.3 0.2 1.6
H 0.311406 3.448389 -0.343266 0.5 0.2 0.0
```
Forces are in eV/Å.

The energy above the lowest of the compared OMol25 structures with the same formula, charge and spin is 2.862 eV. For the molar mass, the calculation gives 692.5 g mol⁻¹. The calculation puts the electronic energy at -74648.43592 eV.


no.,HOMO-LUMO gap (eV),LUMO energy (eV)
1,5.98,-0.830
2,9.67,-0.204
3,5.30,-1.624